The following is a quantum chemistry calculation of C46H42AsMnN8O4 as an isolated structure, from the Open Molecules 2025 dataset.

ORCA input file:
```
! RIJCOSX wB97M-V def2-TZVPD def2/J DEFGRID3
* xyz 2 5
Mn -6.59717 -13.51015 16.89860
C -0.17006 -14.10816 17.48265
O -1.30294 -14.21383 18.40880
C -1.28407 -15.19385 19.33829
C -0.16668 -15.95782 19.61930
C -0.38766 -17.10577 20.42286
C -1.65176 -17.44796 20.90817
C -2.71619 -16.56150 20.74217
C -2.56230 -15.42369 19.96881
N -3.58749 -14.48399 19.81905
C -4.62873 -14.60451 18.90581
N -5.00372 -15.88497 18.61373
C -5.96325 -16.37849 17.68129
C -6.65048 -15.53828 16.80598
C -7.20439 -16.15320 15.67380
C -7.43105 -17.51740 15.68476
C -6.93328 -18.39970 16.62084
C -6.08788 -17.82930 17.56627
O -5.55614 -18.46220 18.61977
C -6.05969 -19.77743 19.03546
N -5.14212 -13.51647 18.38430
C -4.66217 -12.16649 18.75397
C -3.52601 -11.57076 18.19444
C -2.80726 -10.63339 18.84145
C -3.28729 -10.11152 20.07833
C -4.52357 -10.50153 20.49309
C -5.16847 -11.58840 19.95081
O -6.46177 -11.95953 20.37626
C -6.84667 -11.36671 21.64158
H -0.46365 -13.29890 16.81724
H -0.10115 -15.03909 16.89866
H 0.75699 -13.93085 18.00948
H 0.80190 -15.68491 19.20690
H 0.46409 -17.77956 20.72568
H -1.74227 -18.33853 21.50237
H -3.70908 -16.78473 21.18067
H -3.19507 -13.54540 19.82426
H -4.45749 -16.63153 19.01783
H -7.62731 -15.52686 14.87843
H -7.98131 -17.93232 14.85238
H -7.13322 -19.48793 16.72479
H -5.53037 -20.07078 19.95024
H -5.71224 -20.49900 18.27690
H -7.15181 -19.73179 19.17233
H -3.09795 -11.92684 17.24716
H -1.88187 -10.25775 18.41286
H -2.69362 -9.47654 20.68145
H -5.03773 -9.98930 21.31288
H -6.93224 -10.28825 21.56783
H -6.17862 -11.68212 22.50823
H -7.79769 -11.81246 21.81737
N -6.50386 -9.38920 15.97176
C -5.75791 -10.49699 16.00056
N -6.49123 -11.48238 16.54665
C -7.72409 -10.92472 16.70925
N -7.78915 -9.66289 16.44171
C -8.81492 -11.69067 17.22680
C -10.08527 -11.18373 17.60776
N -11.09572 -11.99053 17.90810
C -10.78486 -13.29839 18.03413
C -9.55366 -13.82165 17.66643
N -8.58417 -12.98634 17.26417
H -6.26787 -8.42644 15.76138
H -4.68488 -10.49554 15.76652
H -10.31708 -10.13901 17.48267
H -11.53561 -13.98528 18.41815
H -9.34861 -14.90465 17.73558
O -6.18789 -12.92013 14.02026
As -6.59314 -12.96969 12.38784
C -5.19089 -12.41271 11.20522
C -4.37613 -11.42518 11.70554
C -3.62142 -10.69998 10.77376
C -3.39369 -11.12637 9.47266
C -4.14696 -12.23056 9.04376
C -5.05383 -12.87801 9.87983
C -8.28786 -12.06221 11.99711
C -9.01817 -12.06760 10.79273
C -10.17720 -11.34932 10.64155
C -10.66444 -10.60227 11.67056
C -9.93292 -10.43127 12.84604
C -8.78991 -11.28939 13.03629
C -7.03652 -14.82791 11.82828
C -5.95584 -15.70353 11.72101
C -6.22360 -17.00461 11.33884
C -7.52579 -17.51058 11.05538
C -8.58947 -16.63220 11.18932
C -8.34261 -15.29170 11.54438
H -4.36128 -11.13124 12.76002
H -3.14811 -9.80027 11.10575
H -2.63802 -10.65088 8.80619
H -3.99081 -12.71402 8.08576
H -5.71539 -13.69177 9.60731
H -8.63465 -12.62129 9.95727
H -10.70172 -11.45733 9.64339
H -11.56608 -10.03243 11.50948
H -10.26652 -9.73834 13.61852
H -8.28150 -11.34811 13.98801
H -4.90048 -15.40553 12.04519
H -5.43586 -17.74849 11.20913
H -7.72863 -18.55210 10.76864
H -9.59790 -16.99494 10.95011
H -9.18227 -14.64242 11.76061
*
```

* gap between HOMO and LUMO (spin up / spin down): 5.718 / 6.575 eV
* ⟨S²⟩: 6.246
* HOMO level (spin up / spin down): -12.539 / -12.536 eV
* largest force on an atom: 2.84 eV/Å


The following is a quantum chemistry calculation of an isolated molecule of C5H4OS, from the Open Molecules 2025 dataset.

ORCA input file:
```
! RIJCOSX wB97M-V def2-TZVPD def2/J DEFGRID3
* xyz 0 1
C -1.13717 -0.15584 -0.24035
C -0.37032 -1.16925 0.38892
C 0.92619 -0.91435 0.65926
C 0.90921 1.14480 -0.28654
C -0.37641 0.99679 -0.61517
H -0.89462 -2.11645 0.63831
H 1.58866 -1.64709 1.11661
H 1.46806 2.09269 -0.40278
H -0.92891 1.81124 -1.15806
O 1.56095 0.26561 0.44962
S -2.74563 -0.30815 -0.54982
*
```

* gap between HOMO and LUMO: 7.996 eV
* SMILES: S=c1ccocc1
* HOMO level: -8.285 eV
* largest force on an atom: 2.24 eV/Å


| no. | E_tot (eV) |
| --- | --- |
| 1 | -160636.935 |
| 2 | -18131.139 |